# 1
A cluster of 4 separate species, C22H44BClINO7P in total, computed with wB97M-V/def2-TZVPD.

For the total energy, the calculation gives -2570.0004 hartree. The value obtained for the largest force on an atom is 0.0461 Eh/bohr. The HOMO energy comes out at -11.3 eV. Its charge is +1. The LUMO energy is -0.146 Eh.

Geometry (Å):
1 C -2.4990 -2.5700 -0.3033
2 C -1.7479 -2.0147 0.9705
3 C -2.2907 -0.6291 1.4556
4 I -2.1728 -0.5525 3.6477
5 C -1.5611 0.6159 0.8458
6 C -0.0104 0.5081 0.6442
7 C 0.9069 1.7054 1.0883
8 C 2.2443 1.2525 1.7978
9 C 2.6197 2.3529 2.8684
10 O 3.2516 1.1980 0.7871
11 C -0.0271 0.0577 -0.8518
12 N -1.1354 0.3938 -1.4441
13 C -2.0465 1.1572 -0.5361
14 B -1.6633 2.6935 -0.9324
15 O -1.2800 2.9332 -2.2859
16 O -1.6794 3.7579 -0.0239
17 P -3.9145 1.1056 -0.8661
18 O -4.4997 2.1104 0.3704
19 Cl -4.3332 2.1765 -2.6282
20 H -2.0859 -2.0660 -1.2030
21 H -3.5768 -2.3155 -0.1757
22 H -2.3525 -3.6626 -0.4266
23 H -1.9121 -2.7673 1.7779
24 H -0.6586 -2.0410 0.7500
25 H -3.3860 -0.6270 1.2410
26 H -1.7483 1.4052 1.6141
27 H 0.4533 -0.3631 1.1731
28 H 1.1480 2.4153 0.2666
29 H 0.3119 2.2911 1.8347
30 H 2.1339 0.2610 2.2835
31 H 3.7167 2.5458 2.8523
32 H 2.2952 2.0508 3.8857
33 H 2.1050 3.3123 2.6267
34 H 3.5352 2.1034 0.6265
35 H 0.6884 -0.5187 -1.4663
36 H -1.3748 0.1753 -2.4116
37 H -0.3143 3.0225 -2.2898
38 H -1.0395 4.4152 -0.3231
39 H -3.7837 2.3928 0.9599
40 C 2.6050 4.0861 -5.8359
41 C 1.9664 5.4583 -5.9484
42 C 0.7189 5.2967 -5.0988
43 O 1.0393 4.3409 -4.0750
44 C 2.2859 3.7080 -4.4010
45 H 3.6737 4.0795 -6.0484
46 H 2.1155 3.3911 -6.5240
47 H 2.6251 6.2112 -5.5067
48 H 1.7459 5.7578 -6.9723
49 H -0.1137 4.8960 -5.6854
50 H 0.3999 6.2325 -4.6380
51 H 3.0477 4.0881 -3.7115
52 H 2.1969 2.6281 -4.2604
53 C 0.0765 -2.4947 7.2938
54 C 1.0738 -2.0700 8.3564
55 C 2.3524 -1.9319 7.5493
56 O 1.9623 -1.5416 6.2247
57 C 0.5463 -1.6992 6.0889
58 H -0.9615 -2.2923 7.5587
59 H 0.1762 -3.5659 7.0970
60 H 0.7853 -1.0993 8.7696
61 H 1.1659 -2.7766 9.1807
62 H 2.8829 -2.8869 7.4774
63 H 3.0335 -1.1872 7.9640
64 H 0.0963 -0.6988 6.0732
65 H 0.3223 -2.1958 5.1427
66 C -0.9435 -5.2576 -4.4058
67 C -0.6706 -5.9320 -3.0739
68 C -0.1076 -4.7877 -2.2508
69 O -0.7226 -3.5853 -2.7397
70 C -1.4023 -3.8779 -3.9711
71 H -1.6806 -5.7761 -5.0179
72 H -0.0161 -5.1802 -4.9800
73 H -1.6098 -6.2816 -2.6358
74 H 0.0095 -6.7803 -3.1417
75 H 0.9746 -4.6933 -2.3884
76 H -0.3138 -4.8961 -1.1836
77 H -2.4799 -3.8619 -3.7734
78 H -1.1727 -3.1063 -4.7083

Atoms 1-6, force components in eV/Å:
0.17 1.00 0.52
-0.53 -1.18 -0.16
0.41 -1.02 -0.79
0.07 0.17 -0.77
-0.53 1.61 1.60
0.30 -1.75 -0.98

Here are the Löwdin charges for atoms 1 to 6, given in e: atom 1 (C): -0.09, atom 2 (C): -0.30, atom 3 (C): -0.65, atom 4 (I): 0.91, atom 5 (C): -0.31, atom 6 (C): -0.17

# 2
A structure of composition C30H55BCoO2P2, computed with wB97M-V/def2-TZVPD.

The spin multiplicity is 5. For the total energy, the calculation gives -3416.4254 hartree. Its energy above the lowest of the compared OMol25 structures with the same formula, charge and spin is 137.62 kcal per mole. The value obtained for the largest force on an atom is 0.0893 Eh/bohr. The HOMO energy (spin up / spin down) comes out at -7.5 / -9.8 eV. Its charge is +1. The LUMO energy (spin up / spin down) is -0.073 / -0.141 Eh.

Geometry (Å):
1 Co 0.6251 0.8483 -2.2380
2 C -1.2547 2.6844 0.7315
3 C -2.0418 2.4989 -0.4225
4 C -2.6922 0.9389 1.1293
5 C -1.6754 1.7465 1.7020
6 C -2.9063 1.3847 -0.2009
7 C -0.3533 3.8239 0.9966
8 H -0.0773 4.3634 0.0775
9 H 0.5467 3.4966 1.5393
10 H -0.8985 4.5178 1.6614
11 C -1.3343 1.9081 3.1209
12 H -0.2465 1.8610 3.2833
13 H -1.8239 1.1309 3.7196
14 H -1.6786 2.9044 3.4863
15 C -3.6005 0.0512 1.8601
16 H -4.5124 0.6163 2.1106
17 H -3.1287 -0.2816 2.7841
18 H -3.8767 -0.8211 1.2624
19 C -4.1063 1.1054 -1.0127
20 H -4.9125 1.7394 -0.5967
21 H -4.4405 0.0668 -0.9246
22 H -3.9657 1.3740 -2.0680
23 C -2.0858 3.3822 -1.5965
24 H -2.9749 3.9661 -1.3354
25 H -2.2663 2.8868 -2.5649
26 H -1.2117 4.0359 -1.6459
27 C 3.6579 0.3178 -1.8598
28 C 3.4708 1.6604 -1.9948
29 C 3.3957 2.3717 -3.2903
30 C 2.5339 1.6866 -4.3736
31 C 1.3407 1.0190 -3.8495
32 C 1.3216 -0.3953 -3.4177
33 C 2.6253 -1.2262 -3.5766
34 C 3.9114 -0.6032 -2.9824
35 H 4.4094 2.4783 -3.6762
36 H 3.1334 0.9837 -4.9741
37 H 3.0134 3.3824 -3.1508
38 H 4.4782 -0.0898 -3.7718
39 H 3.8821 -0.1079 -0.8659
40 H 3.6625 2.3128 -1.1228
41 H 4.5531 -1.4205 -2.6127
42 H 2.4800 -2.2256 -3.1347
43 H 0.4819 -1.0917 -3.6637
44 H 2.7833 -1.4411 -4.6545
45 H 2.1210 2.4531 -5.0655
46 H 0.3549 1.5001 -4.1509
47 P 1.1110 0.1991 0.3943
48 P -1.2282 -1.0191 -1.3542
49 C 1.4547 -1.4388 -0.5107
50 C 0.2452 -2.1528 -1.1739
51 H 1.8662 -2.0830 0.2716
52 H 2.2400 -1.3066 -1.2588
53 H 0.5715 -2.5442 -2.1495
54 H -0.0320 -3.0649 -0.6220
55 C -2.5442 -2.1789 -0.8575
56 H -3.5136 -1.6638 -0.9543
57 H -2.3631 -2.4760 0.1849
58 H -2.5529 -3.0928 -1.4943
59 C -1.7865 -0.6913 -3.0596
60 H -1.6508 -1.4990 -3.7853
61 H -1.3258 0.2140 -3.4992
62 H -2.8603 -0.4726 -3.0430
63 C 2.5445 0.8409 1.3600
64 H 2.3588 1.9115 1.6148
65 H 3.5171 0.7472 0.8388
66 H 2.5209 0.2547 2.2946
67 C 1.1042 1.7342 -0.6599
68 H 0.2242 2.2675 -0.9611
69 H 1.7349 1.5777 -1.6099
70 H 1.7083 2.5588 -0.2697
71 C 0.1672 -3.7304 2.0524
72 C -0.6131 -2.6060 2.7135
73 C -1.8823 -3.2192 3.2636
74 O -0.9756 -1.6535 1.6884
75 B -0.0992 -0.6204 1.7186
76 O 0.4737 -0.5195 2.9783
77 C 0.2114 -1.7007 3.7390
78 C -0.6062 -1.2397 4.9361
79 C 1.5437 -2.2749 4.1525
80 H -0.4857 -4.2415 1.3296
81 H 0.4590 -4.4346 2.8405
82 H 1.0587 -3.3918 1.5085
83 H -2.3629 -3.8299 2.4816
84 H -1.5405 -3.8599 4.0940
85 H -2.6071 -2.4627 3.6188
86 H -0.6942 -2.0731 5.6363
87 H -0.0925 -0.4081 5.4322
88 H -1.6098 -0.8908 4.6515
89 H 2.1485 -2.5734 3.2928
90 H 2.1001 -1.5385 4.7340
91 H 1.3459 -3.1472 4.7716

Atoms 1-6, force components in eV/Å:
-4.29 -0.94 1.33
-1.24 0.62 -2.18
0.83 -1.27 0.75
1.96 1.00 1.88
-1.85 -2.13 -0.17
0.58 1.83 -0.54

Here are the Löwdin charges for atoms 1 to 6, given in e: atom 1 (Co): 0.37, atom 2 (C): -0.24, atom 3 (C): -0.26, atom 4 (C): -0.22, atom 5 (C): -0.24, atom 6 (C): -0.21

# 3
A structure of composition C12H25Cl23HgO, computed with wB97M-V/def2-TZVPD.

For the total energy, the calculation gives -11285.1931 hartree. The value obtained for the largest force on an atom is 0.0435 Eh/bohr. The HOMO energy comes out at -9.0 eV. The LUMO energy is -0.057 Eh.

Geometry (Å):
1 Hg 1.6755 2.0020 2.1122
2 C -0.1239 0.0929 -0.2295
3 O 0.5347 0.3608 0.9579
4 H 0.4662 0.4814 -1.0596
5 H -0.3133 -0.9559 -0.4582
6 H -1.1361 0.4930 -0.2881
7 Cl 2.5430 3.7072 3.8245
8 C 5.7731 0.5372 1.5661
9 Cl 6.3521 1.8826 0.5456
10 Cl 4.0632 0.6761 1.8827
11 H 6.0360 -0.3786 1.0367
12 H 6.2885 0.6182 2.5231
13 C -0.9538 -2.0646 2.8228
14 Cl -1.6675 -0.8812 4.0036
15 Cl -1.1877 -3.7361 3.4284
16 H -1.4312 -2.0024 1.8449
17 H 0.0979 -1.7934 2.7302
18 C -3.0143 2.3388 3.3997
19 Cl -3.5775 2.1032 1.7211
20 Cl -1.1921 2.5189 3.4451
21 H -3.5592 3.1394 3.8999
22 H -3.2284 1.4187 3.9434
23 C -4.3859 -1.0531 0.1227
24 Cl -4.2809 -2.4703 1.1547
25 Cl -5.9602 -0.2898 0.3705
26 H -3.5215 -0.4086 0.2826
27 H -4.4395 -1.3584 -0.9223
28 C 1.3891 -3.6711 0.0672
29 Cl 0.8130 -5.1499 0.8791
30 Cl 2.5737 -2.7901 1.1384
31 H 1.8748 -4.0398 -0.8363
32 H 0.5160 -3.0594 -0.1598
33 C -1.2196 3.4641 -1.2809
34 Cl -0.6295 3.7311 0.4080
35 Cl -2.9480 3.8831 -1.4877
36 H -0.6970 4.1282 -1.9694
37 H -1.0551 2.4170 -1.5353
38 C 3.4520 3.1789 -1.7421
39 Cl 2.1738 3.5583 -2.9064
40 Cl 2.6892 2.9849 -0.1689
41 H 3.8669 2.2204 -2.0537
42 H 4.1469 4.0148 -1.6610
43 C 2.0058 -0.6252 -3.9817
44 Cl 1.0919 -2.0447 -3.4808
45 Cl 3.6319 -0.7658 -3.2579
46 H 2.0398 -0.6772 -5.0699
47 H 1.5783 0.3163 -3.6370
48 C -2.6083 -2.7730 -3.3263
49 Cl -4.3447 -2.6258 -3.7821
50 Cl -2.4096 -3.6657 -1.7620
51 H -2.0988 -3.2397 -4.1693
52 H -2.1683 -1.7877 -3.1727
53 C 1.8964 -1.2683 5.6038
54 Cl 2.2824 -2.7492 4.7207
55 Cl 1.8216 0.0524 4.4674
56 H 0.9584 -1.3721 6.1492
57 H 2.6813 -1.1624 6.3528
58 C -2.7022 0.8939 -4.7011
59 Cl -3.2000 0.8814 -2.9725
60 Cl -0.9307 0.9428 -4.9074
61 H -3.1757 0.0670 -5.2304
62 H -3.1527 1.7551 -5.1946

Atoms 1-6, force components in eV/Å:
-1.71 -0.04 0.31
0.44 1.35 -0.18
0.84 -0.01 2.03
-0.09 0.11 -0.65
0.56 -0.67 0.49
-0.34 0.65 0.09

Here are the natural (NBO) charges for atoms 1 to 6, given in e: atom 1 (Hg): 1.33, atom 2 (C): -0.22, atom 3 (O): -0.94, atom 4 (H): 0.14, atom 5 (H): 0.15, atom 6 (H): 0.13

Q: largest force on an atom of number 2 (C30H55BCoO2P2)?
A: 0.0893 Eh/bohr

Q: Look up the largest force on an atom of the first one.
A: 0.0461 Eh/bohr

Q: Among the records above, which one has the lowest largest force on an atom?
A: C12H25Cl23HgO

Q: What is the formula in the third record?
A: C12H25Cl23HgO